# 1
# C3H8N2O

A 2-piece molecular cluster, C3H8N2O overall at a distorted geometry (ωB97M-V/def2-TZVPD, OMol25).

Output
expectation value of S² = 0.76
molecular weight = 88.1 g mol⁻¹
ΔE to the lowest compared entry with this formula, charge and spin = 1.5801 eV
gap between HOMO and LUMO (spin up / spin down) = 7.4 / 3.6 eV

Geometry as ORCA input:
```
! wB97M-V def2-TZVPD RIJCOSX def2/J DEFGRID3
* xyz 1 2
O -0.79984 -1.15256 -2.73196
C -0.16835 -1.81429 -1.95274
C 1.29924 -2.03797 -2.16967
H -0.67845 -2.27536 -1.08638
H 1.53987 -3.06982 -1.88144
H 1.80624 -1.34198 -1.50137
H 1.48212 -2.00080 -3.23879
N -0.63639 1.76443 1.23205
C -0.08772 2.07253 2.36509
N 0.24541 1.19759 3.29460
H -0.80303 2.42115 0.47472
H -1.22980 0.95310 1.19434
H 0.12216 3.13542 2.47900
H 0.10138 1.57523 4.23518
*
```

***

# 2
# C2H6N4

The molecule C2H6N4 at a distorted geometry (ωB97M-V/def2-TZVPD, OMol25).

Output
SMILES = CN1C=NNN1
molecular weight = 86.1 g mol⁻¹
ΔE to the lowest compared entry with this formula, charge and spin = 3.6673 eV
gap between HOMO and LUMO = 9.4 eV

Geometry as ORCA input:
```
! wB97M-V def2-TZVPD RIJCOSX def2/J DEFGRID3
* xyz 0 1
C -1.59898 0.06238 0.11772
N -0.17977 0.07111 0.35841
N 0.50137 -1.13607 0.09740
N 1.85630 -0.82881 -0.02867
C 0.71164 1.12357 -0.17840
N 1.88267 0.74472 -0.38972
H 0.18493 -1.55554 -0.79020
H 2.25725 -0.78878 0.91244
H 0.29146 2.10415 -0.30409
H -2.07172 -0.64308 0.79993
H -1.85179 -0.21345 -0.91600
H -1.98337 1.05979 0.32120
*
```

***

# 3
# C3H9N3S

The molecule C3H9N3S at a distorted geometry (ωB97M-V/def2-TZVPD, OMol25).

Output
SMILES = C/N=C(\NC)NS
molecular weight = 119.2 g mol⁻¹
ΔE to the lowest compared entry with this formula, charge and spin = 1.1976 eV
gap between HOMO and LUMO = 9.7 eV

Geometry as ORCA input:
```
! wB97M-V def2-TZVPD RIJCOSX def2/J DEFGRID3
* xyz 0 1
C 1.40649 -1.26264 0.33542
C -0.57152 0.01358 -0.33178
C 0.77799 1.98800 -0.17627
H 1.89296 -0.42747 0.86727
H 2.21640 -1.82651 -0.11048
H 0.91492 -1.87273 1.10583
H 0.07102 -1.63332 -1.21932
H -1.70143 -1.68763 -0.00235
H -3.19217 0.32346 1.24870
H 1.59189 1.45541 -0.67469
H 1.07456 2.19327 0.85981
H 0.57496 2.97096 -0.67378
N 0.52040 -0.83870 -0.73473
N -1.77050 -0.71698 -0.32832
N -0.52508 1.25056 -0.07586
S -3.28089 0.07074 -0.08946
*
```

***

# 4
# C42H118N14O12

A 12-piece molecular cluster, C42H118N14O12 overall at a distorted geometry (ωB97M-V/def2-TZVPD, OMol25).

Output
SMILES = COC[C@H](C)N.COC[C@H](C)N.COC[C@H](C)N.COC[C@H](C)N.COC[C@H](C)N.COC[C@H](C)N.COC[C@H](C)N.COC[C@H](C)N.COC[C@H](C)N.COC[C@H](C)N.NC(N)=O.NC(N)=O
molecular weight = 1011.5 g mol⁻¹
ΔE to the lowest compared entry with this formula, charge and spin = 9.8749 eV
gap between HOMO and LUMO = 9.3 eV

Geometry as ORCA input:
```
! wB97M-V def2-TZVPD RIJCOSX def2/J DEFGRID3
* xyz 0 1
C 1.16079 -0.70391 0.64011
C 1.39051 -1.49436 -0.67522
C 0.82785 -2.94407 -0.61317
O 1.48356 -3.57180 0.51349
C 0.97578 -4.89324 0.79414
N 0.76494 -0.65991 -1.74495
H 1.32239 -1.23588 1.57766
H 0.09525 -0.49920 0.74402
H 1.66425 0.26283 0.63413
H 2.46128 -1.45860 -0.87589
H 1.10265 -3.39520 -1.56662
H -0.25518 -2.88162 -0.50704
H 1.32045 -5.67061 0.11221
H -0.10843 -4.96607 0.87946
H 1.49896 -5.34693 1.63590
H 1.34782 0.16464 -1.76682
H 1.04441 -1.16229 -2.57539
C -2.28735 -1.57909 -7.96047
C -1.64020 -0.31109 -8.43859
C -2.45374 0.98114 -8.31852
O -3.69895 0.80789 -8.95903
C -4.57718 1.94201 -8.67754
N -0.26382 -0.24407 -8.02432
H -3.29481 -1.68108 -8.36383
H -2.41904 -1.57487 -6.87846
H -1.69613 -2.46480 -8.19300
H -1.65589 -0.38262 -9.52613
H -1.92791 1.79465 -8.81832
H -2.56285 1.21872 -7.26033
H -5.39005 1.93267 -9.40367
H -3.96224 2.83039 -8.82151
H -4.96635 1.93591 -7.65939
H 0.27370 -0.02728 -8.85147
H 0.14876 -1.13935 -7.80444
C 7.89871 4.05494 -0.17731
C 8.76266 2.81186 -0.37398
C 10.26202 3.12206 -0.62886
O 10.53306 4.15141 -1.54658
C 11.91128 4.42734 -1.74554
N 8.67506 2.00803 0.75547
H 8.35913 4.52183 0.69340
H 6.85731 3.79669 0.01477
H 8.01746 4.84816 -0.91541
H 8.23453 2.32348 -1.19292
H 10.69839 2.15135 -0.86421
H 10.72348 3.36197 0.32906
H 12.07813 5.06644 -2.61262
H 12.55701 3.57384 -1.95204
H 12.35047 5.03676 -0.95572
H 7.77315 1.55707 0.69818
H 9.38008 1.29904 0.61272
C 1.24993 5.04967 6.46403
C 1.33541 6.14949 7.56458
C 0.55050 5.71798 8.84006
O -0.90850 5.93198 8.89800
C -1.28407 5.54977 10.24767
N 2.73924 6.40886 7.88248
H 1.57868 5.49635 5.52567
H 0.24308 4.71382 6.21588
H 1.82363 4.14095 6.64623
H 1.02081 7.15019 7.26841
H 0.96228 6.27934 9.67875
H 0.68814 4.65158 9.01878
H -1.30191 4.46002 10.26283
H -2.31360 5.81045 10.49304
H -0.68803 6.00428 11.03905
H 2.73339 7.11104 8.60844
H 3.07264 6.80747 7.01642
C -6.18350 0.34834 -2.77175
C -7.27702 -0.41645 -2.01332
C -8.32451 -0.98781 -2.96547
O -9.11737 0.10692 -3.30477
C -9.98459 -0.04710 -4.45345
N -6.62460 -1.40366 -1.14866
H -6.59459 1.18899 -3.33069
H -5.53516 -0.28263 -3.37973
H -5.44569 0.76929 -2.08871
H -7.62934 0.40331 -1.38726
H -8.98803 -1.68617 -2.45544
H -7.81753 -1.41410 -3.83113
H -10.79229 -0.72444 -4.17607
H -9.41040 -0.61840 -5.18284
H -10.38547 0.83968 -4.94438
H -5.74404 -1.10721 -0.75266
H -7.20104 -1.59571 -0.34186
C -7.17461 -8.50208 -2.71176
C -5.97526 -8.98552 -1.81127
C -4.59118 -8.33967 -2.34416
O -4.44811 -8.63691 -3.76960
C -3.14051 -8.54993 -4.27184
N -6.19911 -8.57823 -0.41347
H -7.35044 -7.42697 -2.67525
H -8.06948 -8.95517 -2.28514
H -6.94504 -8.71522 -3.75577
H -5.98802 -10.07033 -1.91668
H -3.85067 -8.89818 -1.77163
H -4.60264 -7.27330 -2.11874
H -2.64241 -7.59191 -4.12283
H -3.16719 -8.72262 -5.34774
H -2.41014 -9.25361 -3.87247
H -5.38486 -8.61206 0.18313
H -6.25992 -7.58294 -0.57407
C 5.74360 10.94522 -6.26505
C 4.79292 9.90433 -5.67580
C 5.48914 8.54210 -5.66021
O 4.70623 7.40684 -5.16692
C 5.24014 6.17028 -5.46888
N 4.42708 10.28737 -4.34723
H 6.24208 10.70446 -7.20402
H 6.64025 10.94034 -5.64530
H 5.29528 11.93587 -6.18935
H 3.86898 9.88822 -6.25387
H 6.32093 8.69797 -4.97325
H 5.98047 8.28261 -6.59795
H 5.39190 6.02181 -6.53800
H 4.63633 5.28855 -5.25422
H 6.17178 6.07041 -4.91196
H 3.88692 11.13929 -4.39798
H 3.80212 9.58212 -3.98370
C -3.39610 -7.89622 7.98246
C -3.05860 -7.86148 6.56097
C -3.64721 -9.13535 5.80822
O -3.24805 -9.10240 4.44008
C -2.13512 -9.96341 4.16574
N -3.64598 -6.63297 6.12263
H -2.87240 -7.09318 8.50110
H -2.97619 -8.71807 8.56241
H -4.42067 -7.94742 8.35088
H -1.98176 -7.69632 6.52608
H -4.71851 -9.12991 6.00918
H -3.38798 -10.02915 6.37569
H -1.20570 -9.62410 4.62308
H -1.90873 -9.80658 3.11109
H -2.32356 -11.00771 4.41475
H -3.61123 -6.62138 5.11330
H -3.01696 -5.90238 6.42377
C -1.71065 -1.16821 13.16327
C -0.80633 -0.87151 12.01674
C -1.57761 -0.93962 10.62143
O -0.82222 -0.52335 9.44375
C -1.52951 -0.43281 8.25092
N -0.21031 0.43164 12.26482
H -2.64220 -0.60237 13.15144
H -1.24107 -1.06509 14.14152
H -2.09733 -2.18718 13.14664
H 0.00162 -1.60063 12.07754
H -2.53854 -0.42787 10.67470
H -1.77904 -2.01037 10.58943
H -1.56670 -1.36737 7.69118
H -1.07127 0.31786 7.60702
H -2.56020 -0.13846 8.44877
H 0.29264 0.58578 11.40263
H 0.39663 0.40123 13.07153
C -2.03465 8.02084 -4.67321
C -2.95982 7.43776 -3.68628
C -2.84422 7.93474 -2.21837
O -1.55593 7.79984 -1.59237
C -1.10856 6.48226 -1.57390
N -4.26587 7.83015 -4.16697
H -2.16254 7.46366 -5.60127
H -0.97456 7.89204 -4.45478
H -2.24823 9.08255 -4.79677
H -2.73382 6.37636 -3.78847
H -3.52603 7.43427 -1.53078
H -3.15119 8.97999 -2.18209
H -1.65637 5.83472 -0.88928
H -0.10104 6.58392 -1.17062
H -1.04116 5.97010 -2.53372
H -4.32053 7.53957 -5.13272
H -4.32178 8.83859 -4.16114
C 7.57466 -4.50316 1.28043
O 7.41927 -4.83879 0.13274
N 6.68748 -4.31544 2.13633
N 8.71025 -4.51702 1.90546
H 5.70915 -4.43937 1.91815
H 7.04306 -4.08994 3.05439
H 8.89528 -4.53302 2.89824
H 9.39276 -4.57318 1.16311
C 3.97033 -6.52400 -6.51890
O 3.76163 -5.34830 -6.63763
N 4.07912 -7.22811 -7.52029
N 4.18756 -7.07856 -5.33532
H 4.04164 -6.72605 -8.39585
H 4.42478 -8.17276 -7.42934
H 3.97941 -6.42635 -4.59276
H 4.46858 -8.03539 -5.17534
*
```

***

# 5
# C4H12As5F30NOTi

C4H12As5F30NOTi as an isolated structure at a distorted geometry (ωB97M-V/def2-TZVPD, OMol25).

Output
expectation value of S² = 3.75
molecular weight = 1082.6 g mol⁻¹
ΔE to the lowest compared entry with this formula, charge and spin = 0.0000 eV
gap between HOMO and LUMO (spin up / spin down) = 3.4 / 10.3 eV

Geometry as ORCA input:
```
! wB97M-V def2-TZVPD RIJCOSX def2/J DEFGRID3
* xyz -3 4
Ti 0.12100 -1.63447 0.83195
C 0.23296 2.05623 -0.24331
C -0.15044 2.47962 -1.64158
C -1.52206 3.09860 -1.71793
O -1.49690 4.34095 -1.00160
C -2.75575 4.91234 -0.90052
N 0.83745 3.49991 -2.15083
H 0.87960 4.35061 -1.55035
H 1.79286 3.13339 -2.26442
H 0.52766 3.84398 -3.09708
H 0.09887 2.84713 0.48925
H 1.27583 1.72870 -0.20049
H -0.33163 1.15564 0.00972
H -0.12159 1.65130 -2.33999
H -2.27980 2.43483 -1.30234
H -1.78799 3.34250 -2.75511
H -2.64877 5.93850 -0.53326
H -3.41714 4.42060 -0.17029
H -3.29254 4.94812 -1.85805
As 2.88061 -0.60447 -2.11749
F 4.05514 -1.57161 -1.34343
F 2.28908 -1.96315 -2.99077
F 1.65565 0.37058 -2.86995
F 3.36600 0.76647 -1.20107
F 3.96711 -0.21541 -3.40398
F 1.71350 -0.98737 -0.80360
As 2.99002 -0.84712 2.99112
F 3.75976 0.58283 2.43530
F 1.58958 -0.45744 1.89649
F 2.10727 -2.25464 3.42213
F 4.29896 -1.23735 4.04178
F 2.22131 0.02590 4.23602
F 3.68332 -1.70754 1.69000
As -3.02547 -0.92984 -1.56631
F -2.12057 -0.01047 -2.70883
F -4.49826 -0.60681 -2.41152
F -3.82948 -1.84837 -0.36566
F -1.47701 -1.21809 -0.69284
F -3.24656 0.48452 -0.60970
F -2.74668 -2.35648 -2.48019
As 1.37105 -5.31025 0.02175
F 1.04401 -4.87563 -1.59046
F 1.81811 -6.91755 -0.43540
F 1.62135 -5.65532 1.68649
F 0.84661 -3.64330 0.52483
F -0.27627 -5.79756 0.20040
F 2.96991 -4.74844 -0.12454
As -2.16532 -0.69790 3.87923
F -0.79179 -0.14381 4.74842
F -2.28004 -2.04583 4.94371
F -3.44646 -1.33367 2.93702
F -2.01385 0.62788 2.77849
F -1.03751 -1.62231 2.81603
F -3.25469 0.20106 4.86273
*
```

***

# 6
# C3H5N3O3

The molecule C3H5N3O3 at a distorted geometry (ωB97M-V/def2-TZVPD, OMol25).

Output
SMILES = [H]/N=C(C(N)=O)/C(O)=N\O
molecular weight = 131.1 g mol⁻¹
ΔE to the lowest compared entry with this formula, charge and spin = 3.8371 eV
gap between HOMO and LUMO (spin up / spin down) = 9.1 / 9.1 eV

Geometry as ORCA input:
```
! wB97M-V def2-TZVPD RIJCOSX def2/J DEFGRID3
* xyz 0 1
C -0.62852 -0.53010 -0.99627
C 0.14110 -0.21141 1.37973
C -0.94196 0.19457 0.25028
N 1.40073 0.31400 1.28698
O 1.09620 0.81101 -1.56705
O -1.47436 -1.46345 -1.43004
N 0.58983 -0.49185 -1.45145
N -2.04978 0.81013 0.49621
O -0.30720 -0.57618 2.45558
H 1.75239 0.75345 -2.28719
H -1.11154 -1.84432 -2.24645
H 1.70299 0.80919 0.45685
H 1.92575 0.43694 2.14183
H -2.09563 0.98801 1.51097
*
```

***

# 7
# C18H27O15Pt

C18H27O15Pt as an isolated structure at a distorted geometry (ωB97M-V/def2-TZVPD, OMol25).

Output
expectation value of S² = 2.00
molecular weight = 678.5 g mol⁻¹
ΔE to the lowest compared entry with this formula, charge and spin = 0.0000 eV
gap between HOMO and LUMO (spin up / spin down) = 6.0 / 6.3 eV

Geometry as ORCA input:
```
! wB97M-V def2-TZVPD RIJCOSX def2/J DEFGRID3
* xyz -1 3
Pt 1.19983 -0.84580 0.87336
C 4.31701 0.01632 -1.21182
C 4.07726 0.68073 0.14338
O 3.13669 0.23554 0.87594
O 4.71764 1.71383 0.38163
H 4.07547 -1.04917 -1.23072
H 5.37061 0.15792 -1.45045
H 3.66160 0.49206 -1.94042
C 0.74084 -0.90450 5.36139
C 1.53014 -0.82964 4.05761
O 2.67682 -0.41751 4.08969
O 0.86191 -1.16087 3.01335
H 0.21148 -1.85881 5.36911
H 0.02879 -0.07159 5.28744
H 1.28673 -0.70715 6.27811
C 2.69763 -4.72140 -0.43664
C 2.43205 -3.45138 0.33919
O 3.14808 -3.17071 1.27599
O 1.42306 -2.75641 -0.09552
H 2.65770 -5.66902 0.11003
H 3.69181 -4.76657 -0.88836
H 1.96463 -4.86373 -1.23943
C -5.23772 -0.92057 -1.25445
C -3.77078 -0.62662 -1.53398
C -3.36527 0.71557 -0.91161
O -2.27972 0.39123 -0.05257
C -2.05976 -0.93805 -0.05297
O -1.14120 -1.47534 0.46767
O -2.94735 -1.56721 -0.86151
H -5.85063 -0.17049 -1.76030
H -5.45608 -0.89345 -0.18827
H -5.49791 -1.89865 -1.66052
H -3.60378 -0.67370 -2.60967
H -4.15836 1.20934 -0.35125
H -2.98463 1.41309 -1.65988
C 1.99174 -1.08652 -5.48080
C 1.30301 -0.08509 -4.58395
C -0.21025 -0.28071 -4.36226
O -0.38100 -0.08069 -2.97401
C 0.84514 0.04851 -2.37852
O 0.98997 0.38107 -1.25132
O 1.82034 -0.22609 -3.26448
H 1.68035 -2.10870 -5.27314
H 3.06153 -0.90677 -5.48661
H 1.61402 -0.90442 -6.49660
H 1.43951 0.90605 -5.02573
H -0.58934 -1.21573 -4.78637
H -0.76062 0.48251 -4.92077
C -2.61072 4.66482 2.77970
C -1.33462 3.92171 3.09236
C -1.52296 2.75182 4.05450
O -0.64801 1.76101 3.53998
C -0.36416 2.05412 2.24729
O 0.14049 1.28826 1.50606
O -0.82597 3.27924 1.90915
H -2.86904 5.17734 3.71354
H -3.46283 4.06956 2.45279
H -2.47158 5.42013 2.00515
H -0.58986 4.65420 3.40574
H -2.52372 2.32220 3.98784
H -1.27598 3.09490 5.05688
*
```

***

# 8
# C4H8O3

The molecule C4H8O3 (ωB97M-V/def2-TZVPD, OMol25).

Output
SMILES = C=C(CO)OCO
molecular weight = 104.1 g mol⁻¹
ΔE to the lowest compared entry with this formula, charge and spin = 2.1611 eV
gap between HOMO and LUMO = 10.0 eV

Geometry as ORCA input:
```
! wB97M-V def2-TZVPD RIJCOSX def2/J DEFGRID3
* xyz 0 1
O -1.14359 1.47293 -2.15739
C -1.26344 0.61534 -1.08514
C -0.80229 -1.16336 1.08853
C 0.16752 -0.55636 0.40449
O 0.01050 0.04060 -0.81195
C 1.60982 -0.45633 0.85884
O 2.23275 0.72057 0.40461
H -0.60121 2.22361 -1.88181
H -1.60256 1.11581 -0.16528
H -1.98322 -0.15506 -1.37722
H -1.80553 -1.29374 0.69575
H -0.59126 -1.58842 2.06428
H 1.63167 -0.43819 1.95108
H 2.16512 -1.35010 0.53454
H 1.97572 0.81270 -0.52333
*
```

***

Question: ΔE to the lowest compared entry with this formula, charge and spin of number 7 (C18H27O15Pt)?
Answer: 0.0000 eV